Computed, not measured: the molecule CH5PS2 in a non-equilibrium geometry, with wB97M-V/def2-TZVPD.

Charge ... 0
Lowest unoccupied orbital energy ... 0.649 eV
SMILES ... SCPS
E_HOMO ... -0.3164 Eh
Frontier orbital gap ... 0.34023 Eh
2S+1 ... 1

Atoms and positions in Å:
S 1.60 -0.27 0.75
S -1.69 0.06 1.03
P -0.96 1.00 -0.71
C 1.03 0.30 -0.73
H -0.43 2.06 -0.10
H 1.30 1.14 -1.32
H 0.96 -0.66 -1.32
H -2.02 -1.13 0.60
H 0.95 0.69 1.50

Computed, not measured: the molecule C19H23NO8S, with wB97M-V/def2-TZVPD.

Charge ... 0
Lowest unoccupied orbital energy ... 0.682 eV
SMILES ... COC(=O)CN(c1cc(OC)ccc1OC)S(=O)(=O)c1ccc(OC)c(OC)c1
E_HOMO ... -0.2945 Eh
Frontier orbital gap ... 0.31957 Eh
2S+1 ... 1

Atoms and positions in Å:
S -1.90 -0.56 1.40
O 0.11 -3.95 -1.13
O 0.85 -1.94 -0.46
O 3.54 0.30 3.52
O 2.14 2.34 2.77
O -2.58 0.70 1.44
O -3.29 -0.97 -2.44
O -2.51 -1.70 2.04
O 0.46 3.00 -1.57
N -1.73 -0.98 -0.20
C -4.25 -0.89 -3.47
C 0.63 4.09 -2.44
C 1.46 3.47 2.25
C -2.40 0.05 -2.30
C 0.46 -1.44 2.50
C -1.53 -2.37 -0.53
C 1.53 1.14 2.67
C -0.61 1.00 -1.00
C 4.37 -0.76 3.94
C -1.33 2.11 -2.99
C 0.24 0.93 2.20
C -1.56 0.01 -1.17
C 1.75 -1.26 2.99
C -2.26 1.10 -3.20
C 1.46 -4.38 -1.31
C -0.06 -2.70 -0.70
C 2.30 0.01 3.07
C -0.50 2.07 -1.88
C -0.26 -0.35 2.10
H -2.89 1.16 -4.07
H 5.31 -0.30 4.25
H -4.84 0.03 -3.39
H -0.40 1.75 1.91
H 0.07 0.95 -0.16
H 0.92 3.77 -3.45
H 1.99 -4.36 -0.35
H 0.03 -2.43 2.44
H 1.22 3.34 1.19
H -4.90 -1.75 -3.33
H -1.28 2.92 -3.71
H -0.28 4.70 -2.51
H 2.32 -2.12 3.31
H 1.40 -5.39 -1.69
H 0.54 3.67 2.81
H -1.94 -2.95 0.30
H -2.07 -2.63 -1.44
H -3.78 -0.94 -4.46
H 2.15 4.30 2.37
H 3.94 -1.30 4.79
H 1.97 -3.73 -2.01
H 1.43 4.69 -2.01
H 4.56 -1.46 3.12

Computed, not measured: the molecule C13H21N3O, with wB97M-V/def2-TZVPD.

Charge ... 0
Lowest unoccupied orbital energy ... 0.014 eV
SMILES ... CCCCCCCCNC(=O)c1cnccn1
E_HOMO ... -0.3556 Eh
Frontier orbital gap ... 0.35611 Eh
2S+1 ... 1

Atoms and positions in Å:
O -1.57 0.15 -0.22
N -4.53 -2.81 -0.12
N -0.84 -0.54 1.82
N -2.62 -2.51 1.87
C -3.62 -1.85 -0.17
C -4.49 -3.62 0.93
C -3.53 -3.47 1.93
C 2.79 0.64 1.57
C 2.77 1.87 0.66
C -1.63 -0.60 0.74
C 1.33 1.71 -1.46
C 0.28 0.36 1.93
C 1.58 -0.29 1.44
C 1.30 1.30 -2.93
C -0.10 1.46 -3.51
C 2.72 1.54 -0.84
C -2.66 -1.69 0.82
H -0.81 0.89 -2.91
H -3.49 -4.12 2.79
H -0.95 -1.28 2.50
H -0.14 1.10 -4.53
H 3.07 0.52 -1.00
H 1.03 2.75 -1.37
H -5.24 -4.40 0.97
H -3.65 -1.18 -1.03
H -0.40 2.50 -3.50
H 1.45 -0.59 0.40
H 3.41 2.20 -1.38
H 1.92 2.50 0.91
H 0.38 0.68 2.97
H 2.87 0.97 2.60
H 0.04 1.23 1.31
H 0.60 1.11 -0.92
H 3.68 0.06 1.34
H 2.01 1.91 -3.50
H 1.76 -1.19 2.03
H 1.61 0.26 -3.02
H 3.67 2.44 0.88

Computed, not measured: the molecule C3H8N2O2S in a non-equilibrium geometry, with wB97M-V/def2-TZVPD.

Charge ... 0
Lowest unoccupied orbital energy ... 0.541 eV
SMILES ... NC[C@@](N)(S)C(=O)O
E_HOMO ... -0.3361 Eh
Frontier orbital gap ... 0.35595 Eh
2S+1 ... 1

Atoms and positions in Å:
S -1.97 1.51 -0.34
O -2.14 -1.38 -0.04
O -0.05 -2.10 -0.24
N 1.76 -0.25 -0.41
N -0.16 0.40 1.55
C 0.71 0.67 -0.85
C -0.94 -1.18 -0.12
C -0.53 0.37 0.16
H 1.07 1.67 -0.81
H -0.83 -0.10 2.14
H 0.45 0.33 -1.87
H -0.11 1.47 1.75
H 2.15 -0.01 0.49
H 2.38 -0.41 -1.19
H 0.80 -1.48 -0.17
H -2.59 0.48 -0.03

Computed, not measured: the molecule C7H7N3 in a non-equilibrium geometry, with wB97M-V/def2-TZVPD.

Charge ... 0
Lowest unoccupied orbital energy ... 0.622 eV
SMILES ... Cn1nnc2ccccc21
E_HOMO ... -0.3221 Eh
Frontier orbital gap ... 0.34493 Eh
2S+1 ... 1

Atoms and positions in Å:
N -0.46 0.52 2.27
N -0.62 1.57 1.59
N -0.03 -0.43 1.43
C 0.28 -1.72 1.93
C 0.31 -0.07 -2.09
C -0.41 2.01 -0.98
C 0.24 -0.80 -0.94
C -0.39 1.25 0.23
C -0.10 -0.06 0.16
C -0.03 1.28 -2.13
H 0.45 -0.59 -3.00
H 0.51 -1.86 -1.04
H 0.91 -1.42 2.80
H -0.73 3.02 -0.97
H 0.82 -2.47 1.34
H -0.15 1.84 -3.05
H -0.61 -2.07 2.45

Computed, not measured: C22H35ClN2NiO5Te as an isolated structure in a non-equilibrium geometry, with wB97M-V/def2-TZVPD.

Charge ... 0
Lowest unoccupied orbital energy (spin up / spin down) ... 0.412 / 0.104 eV
E_HOMO (spin up / spin down) ... -0.2528 / -0.2513 Eh
Frontier orbital gap (spin up / spin down) ... 0.26794 / 0.25513 Eh
2S+1 ... 3

Atoms and positions in Å:
Te 0.45 -0.03 1.75
Ni 0.72 1.06 -0.42
Cl -3.83 2.35 -2.09
O 2.59 1.47 -1.65
O 2.64 1.67 0.99
O -0.50 1.91 -3.56
O 0.32 3.11 0.99
O -0.91 2.00 -1.37
N 0.23 -0.68 -1.60
N -1.09 -0.83 -1.81
C -2.74 -2.14 -3.11
C -2.87 -2.29 3.44
C -2.39 -3.58 3.58
C 2.71 3.02 1.41
C -3.11 -4.60 4.40
C -2.15 -1.31 2.78
C -0.16 4.27 0.34
C 1.32 3.36 1.95
C -0.89 -1.62 2.25
C 2.49 1.92 -2.98
C 0.83 -1.60 -2.35
C 3.78 1.16 0.35
C -1.19 -3.90 2.95
C 2.30 -1.80 -2.35
C 3.86 1.67 -1.08
C -0.14 -2.33 -3.06
C -1.36 -1.80 -2.69
C -1.14 2.25 -2.58
C -0.45 -2.95 2.28
C 0.83 -3.34 1.60
C -2.42 3.12 -2.83
C -2.70 0.08 2.67
H -2.54 -4.83 5.30
H 1.11 2.70 2.80
H 2.56 -2.66 -2.96
H -1.74 -0.17 -1.38
H 3.47 3.14 2.19
H -2.20 0.73 3.40
H -3.81 -2.01 3.89
H -3.77 0.09 2.88
H 2.80 -0.92 -2.76
H 4.12 2.74 -1.10
H -2.52 0.50 1.68
H 2.94 3.69 0.57
H -3.24 -5.53 3.85
H -2.74 -3.00 -3.77
H 2.64 -1.95 -1.33
H -2.31 4.11 -2.38
H -0.95 3.94 -0.32
H -3.36 -2.36 -2.24
H 0.62 4.77 -0.24
H 3.16 1.36 -3.64
H -0.56 4.98 1.08
H -2.60 3.20 -3.90
H 2.75 2.99 -3.05
H 0.74 -3.20 0.52
H 1.66 -2.72 1.94
H 1.07 -4.39 1.79
H 1.29 4.40 2.29
H 4.69 1.40 0.92
H 0.03 -3.14 -3.73
H 1.46 1.79 -3.29
H -0.82 -4.91 3.01
H -3.19 -1.30 -3.64
H 3.64 0.08 0.34
H 4.64 1.12 -1.64
H -4.09 -4.25 4.71